80
Properties=species:S:1:pos:R:3 method="wB97M-V/def2-TZVPD" e_homo_ev="-10.1 / -10.7" lumo_ev="-3.592 / -3.537" spin_multiplicity=3 gap_ev="6.54 / 7.20" charge=+1 total_energy_ha=-5406.40233 de_lowest_kj_mol=0.0
W -0.7920 -1.0392 -0.6863
C -1.5161 3.1115 -2.2714
C -1.7374 1.7086 -1.7901
N -0.7222 0.9913 -1.4056
N 0.4986 1.6730 -1.4946
C 1.5047 1.0865 -0.9543
S 1.5179 -0.4747 -0.1664
S 3.0794 1.8383 -0.9511
C 2.8632 3.2658 -2.0647
C 3.2856 2.9789 -3.4785
C 2.4258 2.3434 -4.3696
C 2.8349 2.0665 -5.6645
C 4.1097 2.4216 -6.0843
C 4.9723 3.0540 -5.2021
C 4.5611 3.3300 -3.9061
C -3.0994 1.1598 -1.7885
C -4.2050 2.0256 -1.7803
C -5.4976 1.5528 -1.8448
C -5.7222 0.1839 -1.9594
C -4.6589 -0.6947 -1.9641
C -3.3566 -0.2172 -1.8425
O -2.3722 -1.1450 -1.7756
H -0.7008 3.1220 -2.9915
H -1.2039 3.7532 -1.4453
H -2.4027 3.5216 -2.7380
H 3.4838 4.0488 -1.6297
H 1.8204 3.5682 -1.9958
H 1.4373 2.0520 -4.0375
H 2.1576 1.5725 -6.3490
H 4.4284 2.2069 -7.0955
H 5.9668 3.3352 -5.5226
H 5.2386 3.8268 -3.2209
H -4.0473 3.0909 -1.6991
H -6.3275 2.2447 -1.8218
H -6.7319 -0.1965 -2.0411
H -4.8049 -1.7631 -2.0528
C 1.8140 0.5271 6.8389
O 1.1243 0.6612 5.5968
C 1.6189 1.5405 4.6909
C 2.6962 2.3829 4.9343
C 3.1566 3.2395 3.9446
C 2.5575 3.2690 2.6964
C 1.4843 2.4345 2.4464
C 1.0081 1.5801 3.4305
N -0.0793 0.7428 3.0583
C -0.9369 0.1194 3.8059
C -2.0070 -0.6978 3.3171
C -2.8280 -1.3122 4.2789
C -3.8677 -2.1281 3.9029
C -4.1010 -2.3376 2.5427
C -3.3159 -1.7418 1.5753
C -2.2588 -0.9128 1.9446
O -1.4863 -0.2946 1.0445
H 1.2912 -0.2517 7.3850
H 1.7783 1.4579 7.4060
H 2.8497 0.2274 6.6743
H 3.1851 2.3710 5.8966
H 3.9977 3.8846 4.1594
H 2.9240 3.9239 1.9194
H 1.0056 2.4363 1.4747
H -0.2189 0.6222 2.0513
H -0.8255 0.2326 4.8744
H -2.6247 -1.1326 5.3277
H -4.4948 -2.5987 4.6460
H -4.9173 -2.9785 2.2352
H -3.5161 -1.9025 0.5243
Br 1.8297 -7.2626 -4.0433
C 1.2101 -6.6024 -2.3889
C 1.1730 -7.4434 -1.2850
C 0.7196 -6.9627 -0.0644
C 0.3045 -5.6474 0.0559
C 0.3484 -4.8188 -1.0602
C 0.8001 -5.2863 -2.2912
C -0.0842 -3.4223 -0.9527
O -0.0598 -2.6201 -1.9340
O -0.5110 -2.9269 0.1636
H 1.4987 -8.4698 -1.3828
H 0.6931 -7.6221 0.7922
H -0.0512 -5.2567 0.9989
H 0.8285 -4.6261 -3.1462

---

74
Properties=species:S:1:pos:R:3 method="wB97M-V/def2-TZVPD" e_homo_ev="-10.6 / -11.1" lumo_ev="-3.425 / -3.599" spin_multiplicity=5 gap_ev="7.18 / 7.48" charge=+1 total_energy_ha=-3814.60813
Fe 0.2096 0.3203 -0.2517
C -1.6685 -0.9553 2.7047
Si -0.1173 -0.1875 1.9736
C 1.3561 -1.3192 2.3901
C 1.3477 -2.1838 3.4836
C 2.3960 -3.0671 3.6944
C 3.4662 -3.1105 2.8088
C 3.4982 -2.2558 1.7182
C 2.4412 -1.3770 1.5049
P 2.3900 -0.1729 0.1465
C 4.1200 0.3740 0.0222
C 4.6069 1.1457 1.0779
C 5.9418 1.5088 1.1135
C 6.7941 1.1097 0.0918
C 6.3076 0.3559 -0.9655
C 4.9706 -0.0128 -1.0079
C 2.0309 -1.0442 -1.4209
C 1.9792 -0.2268 -2.5623
C 1.6481 -0.7707 -3.7933
C 1.3417 -2.1213 -3.8879
C 1.3587 -2.9256 -2.7555
C 1.6938 -2.3944 -1.5206
C -0.0690 1.6515 2.5232
C -0.0613 1.8801 3.9014
C -0.1480 3.1596 4.4257
C -0.2554 4.2486 3.5735
C -0.2520 4.0489 2.2031
C -0.1585 2.7652 1.6663
P -0.0820 2.5925 -0.1624
C -1.7072 3.0609 -0.8162
C -1.8909 2.7865 -2.1749
C -3.1104 3.0262 -2.7810
C -4.1643 3.5261 -2.0271
C -3.9885 3.7920 -0.6782
C -2.7644 3.5597 -0.0665
C 1.0506 3.9371 -0.6208
C 2.3568 3.8540 -0.1345
C 3.2912 4.8162 -0.4723
C 2.9312 5.8646 -1.3107
C 1.6374 5.9455 -1.8021
C 0.6954 4.9828 -1.4651
H -1.6312 -0.8373 3.7909
H -1.7495 -2.0179 2.4741
H -2.5653 -0.4597 2.3345
H 0.5189 -2.1647 4.1821
H 2.3804 -3.7254 4.5531
H 4.2762 -3.8092 2.9700
H 4.3373 -2.2720 1.0322
H 3.9372 1.4448 1.8781
H 6.3203 2.1000 1.9370
H 7.8405 1.3824 0.1232
H 6.9703 0.0482 -1.7636
H 4.5962 -0.6050 -1.8326
H 2.2411 0.8247 -2.4806
H 1.6285 -0.1445 -4.6753
H 1.0848 -2.5479 -4.8482
H 1.1018 -3.9735 -2.8361
H 1.7036 -3.0215 -0.6374
H 0.0167 1.0369 4.5804
H -0.1357 3.3076 5.4978
H -0.3327 5.2509 3.9733
H -0.3120 4.9012 1.5358
H -1.0675 2.3739 -2.7500
H -3.2466 2.8070 -3.8318
H -5.1258 3.6998 -2.4914
H -4.8139 4.1777 -0.0942
H -2.6465 3.7615 0.9906
H 2.6322 3.0347 0.5218
H 4.3000 4.7502 -0.0853
H 3.6595 6.6181 -1.5792
H 1.3559 6.7631 -2.4528
H -0.3145 5.0551 -1.8490
O -1.4400 -0.0574 -0.7101
O -2.6117 -0.3835 -0.2889